1.
The following is a quantum chemistry calculation of a molecular structure, C27H50OP2Pd at a distorted geometry, from the Open Molecules 2025 dataset.

Last column: Mulliken spin population.
Atoms and positions in Å:
1 Pd -2.3077 0.5774 1.1498  0.939
2 P 1.3525 -2.9134 -2.2246  0.098
3 P 3.6641 -1.0589 -2.3848  0.536
4 O -0.6609 -0.1364 2.7082  0.119
5 C -3.3938 2.1738 1.8773  0.106
6 C -4.9029 -0.3876 -0.4350  0.033
7 C 0.7805 -4.3696 -1.3507  0.012
8 C 0.7428 -3.0611 -3.9040  0.008
9 C 2.3545 1.7086 -0.1284  -0.012
10 C -4.1411 0.7062 0.2346  0.304
11 C -0.0427 -0.1407 3.9238  -0.012
12 C -3.2246 1.6270 -0.3805  -0.084
13 C -5.0644 0.3442 2.6461  0.010
14 C 3.1545 -2.8118 -2.1379  0.077
15 C -4.2652 1.0645 1.6210  0.210
16 C 1.0414 1.9979 -2.3318  0.181
17 C 1.7617 2.4324 -1.1029  0.035
18 C 1.1325 -0.6619 -0.1826  -0.112
19 C -0.9978 -0.2250 5.1229  0.008
20 C -1.7951 3.6599 0.4389  0.021
21 C 0.8520 1.0891 4.1239  -0.002
22 C -3.0994 2.7321 3.2182  0.011
23 C 0.7116 -0.4057 -2.7152  0.638
24 C 4.0351 -0.8683 -4.1719  0.033
25 C 2.3732 0.2039 0.0728  0.124
26 C 0.8484 -1.3868 4.0344  0.006
27 C 1.6278 0.6866 -2.9111  0.175
28 C 0.7659 -1.3004 -1.5871  0.072
29 C -2.7826 2.5512 0.6270  0.255
30 C -2.8603 1.6332 -1.8250  0.102
31 C 5.2852 -0.8156 -1.5871  0.030
32 H -0.0493 1.8913 -2.1919  -0.022
33 H 2.5897 0.0578 1.1512  0.013
34 H -1.1701 3.4943 -0.4531  -0.004
35 H -2.2551 4.6585 0.3135  0.015
36 H 1.8609 0.8468 -3.9821  0.026
37 H 1.9511 3.5177 -1.0781  -0.001
38 H 3.6563 -3.4314 -2.9011  0.010
39 H 3.1723 -1.1623 -4.7919  -0.005
40 H -3.7036 1.2924 -2.4355  0.009
41 H 2.6242 0.5209 -2.3924  0.025
42 H 1.1965 2.7845 -3.0807  -0.001
43 H 1.5657 1.1916 3.2967  0.002
44 H 1.4095 -1.3956 4.9783  0.000
45 H -1.5665 -1.1604 5.0840  -0.001
46 H -5.4265 1.0504 3.4023  0.005
47 H -0.2509 -1.6779 -1.4041  0.041
48 H 1.1958 -1.5482 0.4741  -0.015
49 H -2.0149 0.9557 -2.0104  -0.058
50 H 3.2828 -0.2281 -0.3900  -0.061
51 H -0.1034 -3.7535 -3.9327  0.002
52 H 0.2224 -2.2845 4.0015  -0.001
53 H 5.3125 -1.3327 -0.6205  -0.003
54 H 1.5552 -1.4426 3.2002  -0.001
55 H -4.4810 -0.4189 3.1723  0.016
56 H -4.4200 -1.3659 -0.3254  0.002
57 H 3.5190 -3.1313 -1.1508  0.007
58 H 1.4200 1.0187 5.0620  0.001
59 H 0.2536 2.0076 4.1572  -0.001
60 H -2.5805 2.6328 -2.1773  0.000
61 H -3.9951 2.6542 3.8517  0.003
62 H 2.8569 2.2579 0.6839  0.002
63 H 0.3730 -2.1137 -4.3008  -0.009
64 H -2.7728 3.7792 3.1612  0.000
65 H -2.2895 2.1582 3.6929  0.010
66 H 5.4179 0.2616 -1.4038  0.002
67 H 6.1118 -1.1746 -2.2186  0.019
68 H 4.2448 0.1968 -4.3786  0.000
69 H -5.0143 -0.2039 -1.5103  0.006
70 H -1.1480 3.7308 1.3271  0.007
71 H 1.5160 -3.4287 -4.5821  -0.006
72 H 0.8164 -4.2213 -0.2739  -0.001
73 H -1.7026 0.6107 5.1415  -0.001
74 H -0.2165 -0.4627 -3.2903  -0.085
75 H 0.2279 -0.1032 0.1510  0.101
76 H -5.9013 -0.4715 0.0115  0.009
77 H 4.9181 -1.4659 -4.4518  0.016
78 H -0.2428 -4.6125 -1.6483  0.000
79 H -5.9004 -0.1809 2.1728  0.001
80 H -0.4297 -0.2179 6.0642  0.001
81 H 1.4191 -5.2251 -1.6122  0.003

Calculated values
Net charge = +2
Frontier orbital gap (spin up / spin down) = 6.07 / 2.55 eV
Strongest force on any atom = 8.29 eV/Å
E_LUMO (spin up / spin down) = -5.2 / -9.1 eV
HOMO level (spin up / spin down) = -11.29 / -11.69 eV
Energy relative to the best compared isomer or geometry (same formula, charge and spin) = 2.551 eV
2S+1 = 5

2.
The following is a quantum chemistry calculation of a single C18H31O7P molecule at a distorted geometry, from the Open Molecules 2025 dataset.

Last column: natural (NBO) charge in e.
Atoms and positions in Å:
1 P 1.7724 -0.1264 0.7915  2.360
2 O -3.2139 -2.6609 1.4582  -0.491
3 O 1.4614 -0.2802 2.2090  -1.096
4 O 1.1839 1.1937 0.0684  -0.829
5 O -2.8879 0.4820 -2.1742  -0.514
6 O 3.3589 -0.0418 0.6014  -0.820
7 O -4.4880 -0.8281 -0.4566  -0.523
8 O 1.6389 -2.6753 0.4019  -0.700
9 C -4.6180 -2.6177 1.5889  -0.238
10 C -2.5590 -1.9063 0.5416  0.295
11 C -1.0212 3.9834 1.2219  -0.604
12 C 5.0869 -0.7030 -0.9836  -0.235
13 C -0.8999 -0.5538 -1.2506  -0.342
14 C 0.8172 2.3221 0.8559  -0.059
15 C -3.1182 -1.0161 -0.3791  0.138
16 C -4.9489 0.4672 -0.1296  -0.249
17 C -1.1706 -2.0868 0.5666  -0.262
18 C 6.0733 -0.8206 0.1754  -0.609
19 C -2.2675 -0.3490 -1.2862  0.354
20 C 4.5056 -2.0672 -1.3432  -0.620
21 C 1.1442 -1.5392 -0.2420  -0.252
22 C 3.9824 0.3006 -0.6302  -0.053
23 C -2.1090 1.1200 -3.1553  -0.250
24 C -0.6968 2.5454 0.8235  -0.240
25 C -0.3478 -1.4177 -0.3105  -0.037
26 C -1.4039 1.5575 1.7443  -0.609
27 H -2.8110 1.6983 -3.7547  0.201
28 H 3.9132 -2.4591 -0.5203  0.230
29 H -0.2448 -0.0463 -1.9388  0.222
30 H -6.0311 0.4321 -0.2442  0.192
31 H -2.0967 4.1407 1.2111  0.213
32 H -1.5980 0.3952 -3.7963  0.180
33 H 3.8744 -1.9967 -2.2273  0.199
34 H -4.8553 -3.3844 2.3267  0.189
35 H 1.1523 2.1729 1.8864  0.200
36 H -1.0321 2.3731 -0.2048  0.198
37 H 1.4395 -2.5857 1.3446  0.488
38 H 6.8680 -1.5193 -0.0734  0.209
39 H 1.3397 3.1845 0.4282  0.180
40 H -4.5354 1.2261 -0.7962  0.192
41 H 6.5182 0.1460 0.3999  0.205
42 H -0.6539 4.1872 2.2250  0.204
43 H 1.5757 -1.5293 -1.2452  0.217
44 H -4.7007 0.7226 0.9081  0.165
45 H 3.2360 0.3525 -1.4296  0.175
46 H 4.4204 1.2969 -0.5027  0.185
47 H 5.5565 -1.1770 1.0620  0.221
48 H -1.3709 1.7958 -2.7102  0.175
49 H -5.1195 -2.8431 0.6465  0.192
50 H -4.9594 -1.6473 1.9584  0.172
51 H -1.1151 0.5382 1.5030  0.226
52 H 5.6088 -0.2981 -1.8592  0.200
53 H -2.4826 1.6475 1.6400  0.202
54 H -1.1353 1.7520 2.7800  0.208
55 H -0.5627 4.6921 0.5359  0.205
56 H 5.3066 -2.7711 -1.5550  0.212
57 H -0.7795 -2.7781 1.2950  0.228

Calculated values
Frontier orbital gap = 8.95 eV
Strongest force on any atom = 1.42 eV/Å
SMILES = COc1cc([C@H](O)P(=O)(OCC(C)C)OCC(C)C)cc(OC)c1OC
E_LUMO = 0.6 eV
HOMO level = -8.36 eV
Energy relative to the best compared isomer or geometry (same formula, charge and spin) = 0.000 eV

3.
The following is a quantum chemistry calculation of 2 unconnected molecules or ions with the total composition C4H9FNO at a distorted geometry, from the Open Molecules 2025 dataset.

Last column: natural (NBO) charge in e.
Atoms and positions in Å:
1 F -3.2808 1.5736 0.2390  -0.237
2 O -1.8471 1.2467 2.0172  -0.461
3 N 0.2992 -0.0922 0.1438  -0.381
4 C 0.6943 -1.5566 0.2742  -0.389
5 C -0.8715 0.1893 -0.7025  -0.327
6 C -2.2261 1.3756 0.9213  0.964
7 C 1.5557 0.4792 -0.5103  -0.389
8 H 0.4563 -1.9766 -0.6996  0.232
9 H 0.0852 -1.9453 1.0779  0.237
10 H 2.4139 -0.0730 -0.2221  0.231
11 H 0.4050 0.4435 1.0162  0.442
12 H 1.2845 0.1716 -1.5249  0.221
13 H -0.8481 0.9803 -1.2712  0.198
14 H 1.5309 1.4939 -0.3074  0.223
15 H -1.3253 -0.6648 -1.0145  0.210
16 H 1.6737 -1.6452 0.5630  0.224

Calculated values
Net charge = +1
Frontier orbital gap (spin up / spin down) = 8.82 / 8.82 eV
Strongest force on any atom = 6.94 eV/Å
E_LUMO (spin up / spin down) = -4.9 / -4.9 eV
HOMO level (spin up / spin down) = -13.72 / -13.73 eV
Energy relative to the best compared isomer or geometry (same formula, charge and spin) = 4.276 eV

The records above give, respectively, calculated total energy values of -1943.77112 -1572.55571 -387.25011 Eh.